85
Properties=species:S:1:pos:R:3 method="wB97M-V/def2-TZVPD" charge=-1 homo_lumo_gap_ha="0.1628 / 0.1627" homo_ev="-1.90 / -1.90" de_lowest_kcal_mol=0.0 e_lumo_ev="2.532 / 2.532"
Lu -0.860 -0.750 -0.292
Cl 0.299 -2.988 -0.169
P 1.553 0.592 -0.968
C -1.283 -0.873 -2.361
H -2.154 -0.497 -2.918
H -0.591 -1.353 -3.076
C 2.094 2.037 0.097
C 1.610 1.202 -2.740
C 1.198 3.263 -0.137
H 1.889 1.658 1.117
C 1.434 4.317 0.952
H 1.415 3.702 -1.123
H 0.135 2.979 -0.146
C 2.911 4.711 1.074
H 0.824 5.203 0.735
H 1.076 3.916 1.911
C 3.850 3.499 1.141
H 3.188 5.335 0.214
H 3.049 5.330 1.967
C 3.569 2.455 0.050
H 4.893 3.828 1.066
H 3.736 3.014 2.121
H 3.808 2.884 -0.933
H 4.241 1.598 0.188
C 2.865 -0.745 -0.743
C 2.760 2.124 -3.146
H 1.699 0.254 -3.302
C 2.716 2.349 -4.662
H 2.661 3.093 -2.637
H 3.735 1.704 -2.862
C 1.381 2.947 -5.117
H 3.544 3.001 -4.962
H 2.861 1.380 -5.156
C 0.169 2.168 -4.599
H 1.316 3.989 -4.777
H 1.349 2.976 -6.212
C 0.255 1.829 -3.107
H -0.749 2.737 -4.786
H 0.076 1.228 -5.160
H 0.070 2.734 -2.508
H -0.543 1.108 -2.868
C 3.259 -0.896 0.734
H 2.293 -1.655 -1.008
C 4.151 -2.121 0.938
H 3.792 0.002 1.078
H 2.364 -0.989 1.365
C 5.385 -2.081 0.027
H 4.459 -2.177 1.990
H 3.559 -3.023 0.724
C 5.032 -1.844 -1.445
H 6.051 -1.279 0.369
H 5.944 -3.018 0.126
C 4.089 -0.650 -1.655
H 5.948 -1.683 -2.025
H 4.550 -2.743 -1.850
H 4.640 0.281 -1.442
H 3.785 -0.609 -2.711
C 0.655 -0.897 3.099
C -0.517 -0.677 2.580
H 1.414 -0.104 3.114
C -1.636 -1.701 2.508
H -0.798 0.342 2.270
C -1.328 -2.974 3.331
H -2.579 -1.261 2.868
H -1.857 -2.031 1.460
C 0.151 -3.355 3.309
H -1.637 -2.796 4.368
H -1.930 -3.807 2.947
C 1.066 -2.193 3.727
H 0.317 -4.219 3.961
H 0.418 -3.659 2.291
H 1.042 -2.122 4.827
H 2.109 -2.433 3.474
F -4.061 5.981 0.316
C -3.508 4.757 0.296
C -3.686 3.933 -0.818
F -4.406 4.379 -1.867
C -3.128 2.669 -0.828
F -3.254 1.891 -1.933
C -2.387 2.182 0.273
O -1.808 1.009 0.239
C -2.230 3.036 1.382
F -1.484 2.616 2.439
C -2.771 4.305 1.391
F -2.584 5.118 2.451